Run 1
Formula: C2H6ClOP
Source: the OMol25 dataset
Level of theory: wB97M-V/def2-TZVPD

The LUMO energy (alpha / beta) comes out at -2.368 / -2.739 eV. Its frontier orbital gap (alpha / beta) is 6.25 / 5.50 eV. The calculation puts the HOMO energy (alpha / beta) at -8.613 / -8.243 eV.

Geometry (Å):
C -0.48 1.70 -0.31
C 1.27 -1.77 0.48
O 0.29 0.64 0.06
P 0.44 -0.69 -0.82
Cl -3.14 0.14 -0.45
H -1.68 1.32 -0.29
H -0.04 2.07 -1.25
H -0.53 2.37 0.47
H 2.20 -1.95 0.13
H 0.64 -2.60 0.67
H 1.04 -1.23 1.31

=====

Run 2
Formula: C2H6ClOP
Source: the OMol25 dataset
Level of theory: wB97M-V/def2-TZVPD

The LUMO energy comes out at -0.048 eV. Its frontier orbital gap is 9.00 eV. The structure (SMILES) is CP(C)OCl. The calculation puts the HOMO energy at -9.046 eV.

Geometry (Å):
C 0.31 -1.38 0.03
P -0.44 0.17 0.82
C 0.70 1.29 0.04
O -1.69 0.62 -0.21
Cl -3.18 -0.22 -0.23
H -0.61 -2.05 -0.02
H 0.96 -1.71 0.78
H 0.94 -1.23 -0.86
H 0.75 2.20 0.57
H 0.46 1.39 -1.12
H 1.80 0.92 0.20

=====

Run 3
Formula: C2H6ClOP
Source: the OMol25 dataset
Level of theory: wB97M-V/def2-TZVPD

The LUMO energy comes out at 0.473 eV. Its frontier orbital gap is 9.09 eV. The structure (SMILES) is CP(C)(=O)Cl. The calculation puts the HOMO energy at -8.616 eV.

Geometry (Å):
C -0.37 -0.21 1.51
P 0.59 -0.10 -0.06
C -0.34 0.32 -1.53
O 1.52 -1.96 -0.30
Cl 1.92 1.24 0.17
H -0.43 -1.15 1.86
H 0.32 0.35 2.11
H -1.41 0.31 1.64
H -1.39 0.33 -1.36
H -0.13 1.40 -1.79
H -0.27 -0.53 -2.25

=====

Stability, highest: run 2

=====

Run 1
Formula: C3H10NO
Source: the OMol25 dataset
Level of theory: wB97M-V/def2-TZVPD

The LUMO energy (alpha / beta) comes out at -12.605 / -14.864 eV. Its charge is +2. As for the expectation value of S²: 0.75. Its frontier orbital gap (alpha / beta) is 7.40 / 5.14 eV. The calculation puts the HOMO energy (alpha / beta) at -20.003 / -20.003 eV. The multiplicity is 2.

Geometry (Å):
C -1.19 1.86 -1.00
C -0.20 1.06 -0.33
C -0.13 -0.36 -0.40
N 0.74 -1.14 0.16
H -1.68 1.28 -1.78
H -1.94 2.45 -0.46
H -0.60 2.61 -1.59
H 0.68 1.55 0.12
H -1.04 -0.83 -0.82
H 1.18 -0.73 0.99
H 2.11 1.29 3.54
H 1.57 1.64 3.90
H 0.18 -2.80 -0.36
H 0.37 -4.38 -0.89
O -0.06 -3.50 -1.09

=====

Run 2
Formula: C3H10NO
Source: the OMol25 dataset
Level of theory: wB97M-V/def2-TZVPD

The LUMO energy (alpha / beta) comes out at -10.120 / -13.907 eV. Its charge is +2. As for the expectation value of S²: 0.75. Its frontier orbital gap (alpha / beta) is 11.04 / 7.16 eV. The calculation puts the HOMO energy (alpha / beta) at -21.160 / -21.071 eV. The multiplicity is 2.

Geometry (Å):
C 1.04 0.39 -0.60
O 1.36 0.02 0.80
C 0.05 -0.50 -1.24
C -1.14 -0.13 -1.89
H 2.02 0.38 -1.14
H 0.70 1.41 -0.49
H 1.78 -0.86 0.74
H 0.27 -1.56 -1.20
H -1.72 -0.87 -2.43
H -1.54 0.88 -1.82
N -1.09 0.17 1.94
H -0.07 0.11 1.58
H -1.25 -0.33 2.82
H -1.39 1.13 2.08
H -1.69 -0.26 1.24

=====

Stability, highest: run 2

=====

Run 1
Formula: C6H30O9
Source: the OMol25 dataset
Level of theory: wB97M-V/def2-TZVPD

The LUMO energy (alpha / beta) comes out at -4.997 / -8.206 eV. Its charge is +1. As for the expectation value of S²: 0.75. Its frontier orbital gap (alpha / beta) is 8.16 / 4.95 eV. The calculation puts the HOMO energy (alpha / beta) at -13.159 / -13.159 eV. The multiplicity is 2.

Geometry (Å):
C 2.10 -2.74 -0.58
C 1.53 -1.34 -0.31
C 0.20 -1.39 0.44
C 0.25 -0.83 1.85
C 0.90 -1.65 2.75
C -0.13 0.56 2.01
H 2.18 -3.01 -1.62
H 1.51 -3.61 -0.23
H 3.09 -2.72 -0.08
H 2.19 -0.90 0.44
H 1.41 -0.70 -1.21
H -0.63 -0.93 -0.12
H -0.09 -2.47 0.60
H 1.02 -1.40 3.79
H 1.67 -2.35 2.41
H -0.58 1.11 1.22
H -0.57 0.73 3.05
H 0.87 0.98 2.31
H -0.04 2.35 -0.44
H 0.67 3.48 0.40
O 0.81 2.88 -0.36
H 3.67 -0.66 1.74
H 4.18 0.07 0.51
O 4.43 -0.66 1.15
H -2.78 -0.33 1.60
H -2.89 -0.69 0.09
O -3.40 -0.51 0.90
H -3.56 2.44 0.53
H -3.40 1.83 1.95
O -2.98 2.37 1.28
H -0.43 -3.49 -2.74
H -0.33 -2.74 -1.38
O -0.94 -3.02 -2.06
H -1.70 0.71 -1.26
H -2.17 1.78 -0.12
O -1.46 1.45 -0.70
H -1.92 -1.66 -1.88
H -3.38 -1.05 -1.80
O -2.45 -0.88 -1.68
H 3.68 2.03 -0.75
H 2.37 1.59 -0.04
O 3.19 1.27 -0.44
H -0.17 2.98 -2.74
H -1.60 2.70 -2.31
O -1.10 3.17 -2.98

=====

Run 2
Formula: C6H30O9
Source: the OMol25 dataset
Level of theory: wB97M-V/def2-TZVPD

The LUMO energy (alpha / beta) comes out at -3.080 / -10.120 eV. Its charge is +1. As for the expectation value of S²: 0.75. Its frontier orbital gap (alpha / beta) is 9.66 / 2.62 eV. The calculation puts the HOMO energy (alpha / beta) at -12.738 / -12.736 eV. The multiplicity is 2.

Geometry (Å):
O 16.45 8.38 -3.75
H 15.62 8.02 -4.06
H 16.21 8.90 -2.98
O 17.39 10.84 -4.80
H 16.97 10.00 -4.65
H 16.73 11.37 -5.24
O 18.77 7.76 1.62
H 19.30 7.16 1.10
H 19.41 8.33 2.05
O 22.50 11.66 -4.01
H 22.78 11.31 -3.16
H 21.61 11.34 -4.12
O 21.20 13.98 -2.15
H 21.41 13.40 -2.87
H 21.62 13.57 -1.39
O 18.62 14.70 -2.19
H 19.54 14.43 -2.24
H 18.16 14.09 -2.77
C 14.66 12.62 -1.49
C 15.31 11.24 -2.02
O 15.08 10.34 -0.95
H 13.58 12.71 -1.38
H 15.00 13.35 -2.23
H 15.12 13.07 -0.61
H 16.39 11.34 -2.08
H 14.85 10.85 -2.93
H 14.12 10.28 -0.92
C 20.27 10.66 -0.87
C 19.19 10.98 -1.88
O 19.76 11.50 -3.04
H 20.05 9.68 -0.47
H 20.50 11.42 -0.12
H 21.25 10.57 -1.35
H 18.52 11.68 -1.39
H 18.69 10.08 -2.24
H 19.07 11.54 -3.70
C 22.43 15.18 2.52
C 21.76 13.78 2.42
O 22.67 12.78 2.93
H 22.57 15.44 3.57
H 21.91 16.03 2.08
H 23.42 15.01 2.11
H 21.41 13.61 1.40
H 20.88 13.86 3.06
H 22.48 12.76 3.87

=====

Stability, highest: run 1

=====

Run 1
Formula: C8H11N
Source: the OMol25 dataset
Level of theory: wB97M-V/def2-TZVPD

The LUMO energy comes out at 1.019 eV. Its frontier orbital gap is 9.79 eV. The structure (SMILES) is C=C[C@@]12CN3C[C@@H]1[C@@H]2C3. The calculation puts the HOMO energy at -8.768 eV.

Geometry (Å):
C 1.37 -1.67 -2.04
C 0.59 -1.86 -0.93
C 0.14 -0.54 -0.14
C -0.11 -0.66 1.32
N -0.51 0.80 1.59
C 0.47 1.58 1.09
C 0.57 0.89 -0.29
C -0.93 0.52 -0.55
C -1.60 1.05 0.64
H 1.13 -0.80 -2.73
H 2.08 -2.41 -2.29
H 0.51 -2.96 -0.70
H -1.26 -0.92 1.59
H 0.92 -1.07 1.82
H 0.09 2.50 1.10
H 1.18 1.55 1.97
H 1.12 1.20 -1.20
H -1.44 0.65 -1.61
H -2.28 0.19 0.85
H -2.06 1.95 0.53

=====

Run 2
Formula: C8H11N
Source: the OMol25 dataset
Level of theory: wB97M-V/def2-TZVPD

The LUMO energy comes out at 0.930 eV. Its frontier orbital gap is 6.78 eV. The calculation puts the HOMO energy at -5.853 eV.

Geometry (Å):
C -0.81 0.84 -0.65
C 0.40 0.10 1.30
C -1.57 1.98 -1.24
C 0.48 0.22 2.79
N -0.42 0.88 0.61
C 1.37 -1.69 -1.87
C 0.67 -2.54 -1.08
C 1.98 -0.91 -2.57
C 0.05 -3.28 -0.36
H -0.84 1.63 1.16
H -0.39 0.10 -1.29
H 0.84 -0.74 0.80
H -0.91 2.76 -1.65
H 1.47 -0.11 3.13
H -2.21 2.45 -0.49
H -2.20 1.64 -2.06
H -0.27 -0.40 3.29
H 0.33 1.25 3.11
H 2.52 -0.25 -3.17
H -0.50 -3.93 0.25

=====

Stability, highest: run 1

=====

Run 1
Formula: C5H10N3O2
Source: the OMol25 dataset
Level of theory: wB97M-V/def2-TZVPD

The LUMO energy comes out at -3.450 eV. Its charge is +1. Its frontier orbital gap is 8.50 eV. The structure (SMILES) is C[NH2+]/N=C/C=C([O-])\[NH+]=C\O. The calculation puts the HOMO energy at -11.953 eV.

Geometry (Å):
C 2.00 2.20 -0.67
N 2.13 0.85 -0.23
N 0.86 0.10 -0.18
C 0.78 -0.94 -0.95
C -0.41 -1.70 -1.03
C -1.57 -1.74 -0.31
O -2.57 -2.36 -0.35
N -1.53 -0.56 0.79
C -2.45 -0.68 1.70
O -3.02 0.20 2.56
H 1.85 2.83 0.21
H 3.04 2.40 -1.06
H 1.13 2.13 -1.46
H 2.78 0.43 -0.89
H 2.49 0.59 0.72
H 1.60 -0.98 -1.68
H -0.54 -2.42 -1.92
H -0.90 0.17 0.45
H -2.92 -1.65 1.77
H -2.75 1.11 2.54

=====

Run 2
Formula: C5H10N3O2
Source: the OMol25 dataset
Level of theory: wB97M-V/def2-TZVPD

The LUMO energy comes out at -4.051 eV. Its charge is +1. Its frontier orbital gap is 10.75 eV. The calculation puts the HOMO energy at -14.798 eV.

Geometry (Å):
C 0.12 -0.06 -0.36
C 1.20 0.82 -2.11
C -0.08 1.67 -1.85
C 0.27 -0.56 2.31
C -0.27 -1.31 1.18
N 0.83 -0.41 -1.39
N -0.35 1.16 -0.43
N -1.70 -1.44 1.46
O -2.08 -2.46 1.90
O -2.30 -0.44 1.11
H 1.23 0.64 -3.19
H 2.08 1.26 -1.76
H 0.04 2.74 -1.80
H -0.95 1.40 -2.40
H -0.43 0.25 2.77
H 0.59 -1.28 3.07
H 1.16 -0.16 1.93
H 0.35 -2.20 0.89
H 1.25 -1.26 -1.58
H -0.96 1.65 0.26

=====

Stability, highest: run 1

=====

Run 1
Formula: C3H7N3OS
Source: the OMol25 dataset
Level of theory: wB97M-V/def2-TZVPD

The LUMO energy comes out at -0.412 eV. Its frontier orbital gap is 7.95 eV. The calculation puts the HOMO energy at -8.361 eV.

Geometry (Å):
C 2.08 -1.06 -0.31
C 1.61 0.24 0.14
C -1.79 0.01 0.05
H 1.12 -1.89 -0.96
H 3.13 -0.85 -0.81
H 2.41 -1.62 1.18
H 2.14 1.03 0.52
H -0.48 -1.35 0.23
H -3.16 1.20 -0.22
H -0.51 2.00 -0.08
N 0.42 0.54 0.35
N -0.56 -0.36 0.04
N -2.16 1.27 0.30
O -1.35 2.19 -0.40
S -2.90 -1.33 -0.02

=====

Run 2
Formula: C3H7N3OS
Source: the OMol25 dataset
Level of theory: wB97M-V/def2-TZVPD

The LUMO energy comes out at -0.072 eV. Its frontier orbital gap is 8.64 eV. The calculation puts the HOMO energy at -8.710 eV.

Geometry (Å):
C 0.67 1.75 -0.05
C -0.80 -0.74 0.73
C 2.41 -0.25 0.01
H -0.28 1.59 -0.97
H 1.68 2.47 -0.70
H 0.06 1.93 0.96
H -0.32 -0.72 1.78
H -3.64 -1.23 -0.57
H -2.20 -0.72 -1.19
H 3.13 0.56 0.16
N 1.16 0.27 0.15
N -2.06 -1.07 0.66
N -2.54 -1.47 -0.59
O 0.04 -0.48 -0.37
S 2.69 -1.88 -0.03

=====

Run 3
Formula: C3H7N3OS
Source: the OMol25 dataset
Level of theory: wB97M-V/def2-TZVPD

The LUMO energy comes out at 0.906 eV. Its frontier orbital gap is 9.18 eV. The structure (SMILES) is O/N=C(/NS)[C@H]1CN1. The calculation puts the HOMO energy at -8.276 eV.

Geometry (Å):
O -2.47 -1.10 -0.36
N -1.23 -1.46 0.20
C -0.35 -0.55 0.04
N 0.88 -0.90 0.57
S 2.29 -0.37 -0.26
C -0.74 0.83 -0.38
C -0.97 1.96 0.63
N 0.15 1.95 -0.26
H -3.08 -1.77 0.01
H 0.96 -1.87 0.85
H 2.87 0.05 0.90
H -1.43 0.78 -1.24
H -0.77 1.72 1.69
H -1.78 2.66 0.49
H 0.10 2.64 -1.00

=====

Stability, highest: run 3